Entry 1:
Below is a molecular structure, C30H22N7O9V, with properties calculated with ωB97M-V/def2-TZVPD.

Summary:
- energy (Eh) = -3160.14366
- energy relative to the best compared isomer or geometry (same formula, charge and spin) (eV) = 4.488
- orbital gap (spin up / spin down) (eV) = 7.4 / 7.9
- highest occupied orbital energy (spin up / spin down) (eV) = -14.3 / -14.7
- expectation value of S² = 2.012
- net charge = +2
- spin multiplicity = 3

XYZ file:
```
69
Properties=species:S:1:pos:R:3:forces:R:3
V -0.599 0.530 -0.777 1.4 1.4 -2.3
C -3.576 3.482 0.499 0.0 0.1 0.1
C -2.457 2.650 0.490 0.1 -0.1 -0.2
N -2.047 2.014 -0.601 -0.6 0.4 0.0
C -2.795 2.128 -1.734 0.3 0.0 0.1
C -3.930 2.927 -1.810 -0.2 0.0 0.0
C -4.303 3.633 -0.652 -0.1 0.1 0.0
C -4.682 2.968 -3.034 -0.1 0.1 0.1
C -4.306 2.230 -4.095 0.0 -0.1 -0.2
C -3.129 1.410 -4.042 0.0 0.0 -0.2
C -2.670 0.653 -5.136 0.0 0.0 -0.1
C -1.498 -0.054 -5.035 0.0 0.0 -0.1
C -0.801 -0.041 -3.833 0.0 0.2 0.2
N -1.223 0.627 -2.760 -0.4 -0.1 -0.5
C -2.370 1.369 -2.878 0.2 0.0 0.3
H -3.856 3.987 1.414 0.0 0.0 0.0
H -1.887 2.484 1.395 0.0 0.0 0.0
H -5.176 4.276 -0.674 0.0 0.0 0.0
H -5.564 3.594 -3.082 0.0 0.0 0.0
H -4.881 2.251 -5.013 0.0 0.0 0.0
H -3.240 0.645 -6.058 0.0 0.0 0.0
H -1.109 -0.621 -5.869 0.0 0.0 0.0
H 0.132 -0.575 -3.742 0.0 -0.1 0.1
O 5.153 -3.127 -0.952 -0.1 -0.1 0.0
C 3.991 -3.811 -1.362 0.0 0.2 0.1
C 2.833 -2.865 -1.216 0.1 0.0 0.0
C 1.616 -3.111 -1.826 -0.1 -0.1 0.0
C 0.596 -2.182 -1.710 0.0 0.1 0.1
N 0.741 -1.039 -1.033 0.3 -0.6 -0.2
C 1.891 -0.849 -0.356 -0.1 0.3 -0.1
C 2.954 -1.712 -0.438 0.2 -0.2 0.2
C 1.896 0.405 0.428 -0.1 -0.4 0.2
C 2.907 0.620 1.581 0.4 0.2 -0.2
C 3.277 2.078 1.696 0.1 -0.1 0.1
C 4.695 2.439 2.069 -0.1 -0.1 0.0
O 5.368 1.291 2.557 -0.1 0.1 0.0
C 2.275 2.914 1.492 -0.2 0.1 0.0
C 0.954 2.317 1.097 0.1 -0.1 -0.1
N 1.080 1.346 0.020 0.2 0.7 0.1
H 5.919 -3.703 -1.037 0.0 0.0 0.0
H 3.797 -4.690 -0.739 0.0 -0.1 0.0
H 4.045 -4.149 -2.399 0.0 0.0 -0.1
H 1.453 -4.015 -2.402 0.0 0.1 0.0
H -0.369 -2.356 -2.168 0.0 0.0 -0.1
H 3.884 -1.517 0.081 -0.1 0.0 -0.1
H 3.783 -0.012 1.520 0.1 0.0 0.0
H 4.682 3.251 2.796 0.0 0.0 0.0
H 5.214 2.809 1.183 0.1 0.0 -0.1
H 5.682 1.441 3.453 0.0 0.0 0.0
H 2.351 3.992 1.588 0.0 -0.1 0.0
H 0.219 3.076 0.870 -0.1 0.0 0.0
O 0.286 -3.030 5.969 -0.3 0.1 -0.1
N -0.707 -3.234 5.298 0.2 -0.4 0.1
O -1.573 -4.049 5.531 0.1 0.3 -0.1
C -0.833 -2.452 4.044 -0.1 -0.1 0.3
C -1.846 -2.756 3.171 -0.2 -0.2 0.0
C -1.955 -2.036 1.993 -0.1 -0.4 -0.1
C -1.075 -1.000 1.720 0.3 0.6 -0.8
O -1.134 -0.198 0.644 -1.7 -2.0 3.6
C -0.054 -0.736 2.642 0.0 0.1 -0.1
C 0.086 -1.455 3.803 0.3 0.1 0.1
N 0.862 0.253 2.190 -0.1 -0.1 0.1
O 2.141 0.195 2.733 0.1 0.0 0.0
O 0.344 1.527 2.225 0.1 -0.1 -0.1
N -2.996 -2.447 1.028 -0.6 0.3 0.3
O -3.791 -3.276 1.400 0.3 0.0 -0.1
O -3.032 -1.883 -0.054 0.3 -0.1 -0.1
H -2.538 -3.555 3.395 0.0 0.0 0.0
H 0.893 -1.276 4.501 0.0 0.0 0.0
```
Forces are in eV/Å.

***

Entry 2:
Below is a molecular structure, C23H41N2P3SeW, with properties calculated with ωB97M-V/def2-TZVPD.

Summary:
- energy (Eh) = -4501.44682
- orbital gap (spin up / spin down) (eV) = 5.5 / 5.6
- highest occupied orbital energy (spin up / spin down) (eV) = -20.4 / -20.5
- expectation value of S² = 2.067
- net charge = +4
- spin multiplicity = 3

XYZ file:
```
71
Properties=species:S:1:pos:R:3:forces:R:3
W 0.455 0.282 0.186 0.8 0.3 0.6
P 1.532 -1.683 1.209 1.2 -1.6 1.3
P 1.649 0.340 -2.001 1.1 -0.5 -1.1
P -1.055 0.570 2.181 -0.6 0.7 2.2
H -1.108 0.010 -1.920 -0.2 0.5 0.2
C -1.368 0.592 -1.018 -0.6 2.1 -0.4
C -1.110 2.000 -0.936 -0.3 -2.3 -0.1
H -0.509 2.487 -1.714 -0.4 -0.1 0.4
C 0.824 -3.318 0.787 -0.5 0.3 -0.3
C 3.271 -1.940 0.637 0.0 0.3 -0.2
C 1.722 -1.812 3.020 0.0 0.1 0.1
C 1.099 1.447 -3.303 -0.2 0.4 -0.1
C 3.421 0.697 -1.823 0.2 0.2 0.1
C 1.612 -1.293 -2.848 0.0 0.3 -0.2
C -2.377 1.832 2.103 0.0 0.0 -0.4
C -0.175 1.137 3.694 0.2 -0.1 -0.1
C -1.980 -0.887 2.784 0.0 -0.3 -0.5
H -2.156 0.112 -0.404 0.5 0.7 -0.3
H -1.551 2.588 -0.122 0.2 -0.1 -0.6
H 1.536 -4.100 1.097 -0.3 0.3 0.0
H 0.646 -3.395 -0.294 0.2 -0.1 0.2
H -0.137 -3.455 1.296 0.2 -0.1 0.0
H 3.654 -2.857 1.109 -0.2 0.3 -0.1
H 3.924 -1.105 0.922 -0.1 -0.3 -0.1
H 3.315 -2.063 -0.454 0.0 0.0 0.4
H 2.275 -2.737 3.245 -0.2 0.3 0.0
H 0.744 -1.855 3.515 0.3 0.0 -0.1
H 2.290 -0.964 3.425 -0.1 -0.3 -0.1
H 1.643 1.221 -4.226 0.0 0.0 0.1
H 1.304 2.482 -3.027 0.0 0.1 -0.1
H 0.031 1.340 -3.501 0.0 0.0 -0.1
H 3.917 0.546 -2.790 -0.1 0.0 0.1
H 3.916 0.065 -1.081 -0.2 0.1 -0.2
H 3.556 1.741 -1.523 0.0 -0.1 -0.1
H 1.955 -1.142 -3.875 0.0 -0.2 0.1
H 0.597 -1.703 -2.875 0.1 0.1 -0.1
H 2.258 -2.032 -2.365 0.0 0.2 0.0
H -2.970 1.797 3.028 0.2 0.0 -0.2
H -3.044 1.657 1.254 -0.1 0.0 0.2
H -1.944 2.833 2.010 -0.1 -0.1 0.1
H -0.905 1.245 4.511 0.2 0.0 -0.3
H 0.298 2.109 3.511 -0.1 -0.2 0.1
H 0.599 0.426 4.005 -0.2 0.2 -0.1
H -2.729 -0.554 3.516 0.2 -0.1 -0.2
H -1.313 -1.620 3.249 -0.2 0.1 -0.1
H -2.492 -1.371 1.938 0.0 0.1 0.5
C -3.864 -2.460 -1.782 1.2 0.0 1.0
C -4.115 -1.283 -2.544 -1.0 1.2 -1.0
C -5.203 -1.216 -3.405 1.3 1.0 0.5
C -6.044 -2.330 -3.587 0.2 -0.4 0.4
C -5.749 -3.535 -2.913 0.7 -0.5 0.6
C -4.663 -3.609 -2.047 -1.5 -0.9 -0.5
Se -2.641 -2.494 -0.434 -1.2 -0.7 -1.3
H 1.048 -0.994 -0.697 0.1 -0.2 0.1
H -3.458 -0.425 -2.397 -0.4 -0.2 -0.2
H -5.396 -0.283 -3.944 0.0 -0.4 0.2
H -6.911 -2.264 -4.244 0.2 0.0 0.1
H -6.369 -4.414 -3.070 0.1 0.1 0.0
H -4.422 -4.524 -1.517 -0.2 0.0 -0.1
N 1.958 6.654 0.331 0.5 -3.0 0.8
C 2.179 5.544 0.650 -0.4 2.4 -0.6
C 2.462 4.175 1.053 -0.7 0.6 -0.5
C 3.553 3.865 1.867 0.0 0.0 0.0
C 3.747 2.536 2.205 -0.2 -0.5 0.0
C 2.853 1.571 1.743 0.0 0.0 0.0
N 1.776 1.857 0.962 0.4 0.8 -0.5
C 1.599 3.174 0.605 0.2 -1.0 0.5
H 4.217 4.656 2.218 -0.1 -0.2 -0.1
H 4.580 2.222 2.834 -0.2 0.1 -0.2
H 3.006 0.526 2.013 -0.1 0.4 -0.1
H 0.738 3.379 -0.034 0.4 0.2 0.2
```
Forces are in eV/Å.

***

Entry 3:
Below is a molecular structure, C19H18N2O6PdS5Si, with properties calculated with ωB97M-V/def2-TZVPD.

Summary:
- energy (Eh) = -3703.70863
- energy relative to the best compared isomer or geometry (same formula, charge and spin) (eV) = 0.000
- orbital gap (spin up / spin down) (eV) = 4.9 / 5.3
- highest occupied orbital energy (spin up / spin down) (eV) = -5.9 / -8.4
- expectation value of S² = 6.057
- net charge = 0
- spin multiplicity = 5

XYZ file:
```
52
Properties=species:S:1:pos:R:3:forces:R:3
Pd 0.193 -0.356 0.223 -0.5 0.3 -0.5
O 0.817 -1.985 1.338 1.5 -0.2 2.4
C 1.277 -1.878 2.533 -0.2 -3.9 -2.5
C 0.794 -1.052 3.533 -0.4 3.0 0.7
C 1.178 -1.199 4.891 0.4 -0.9 -0.9
C 0.837 -0.259 5.815 -0.8 0.6 -1.1
C 0.092 0.898 5.439 0.0 0.1 -0.1
C -0.499 1.007 4.190 0.5 0.4 0.9
C -0.101 0.116 3.156 -1.0 -2.7 0.2
O -0.734 0.156 2.047 0.5 0.6 1.1
N 0.964 -0.592 7.191 0.9 -2.3 1.3
O 0.708 0.230 8.070 0.4 -1.0 -1.0
O 1.314 -1.806 7.390 -0.8 3.0 0.5
H 2.004 -2.772 2.730 -0.9 1.8 0.4
H 1.706 -2.103 5.242 -0.3 0.6 -0.5
H 0.099 1.647 6.230 -1.0 0.0 -0.2
H -1.323 1.695 3.909 1.0 -0.1 0.5
C -1.743 2.796 0.123 2.3 -0.7 2.5
Si -0.192 1.862 -0.542 -1.6 0.5 -0.4
C 1.516 2.419 -0.156 0.3 1.8 1.1
C -0.496 1.686 -2.349 0.3 0.1 -0.9
C -1.787 1.418 -2.815 -1.3 0.1 1.5
C -2.093 1.001 -4.088 0.1 -0.4 -1.1
C -1.066 0.908 -5.047 -0.6 0.2 0.6
C 0.205 1.377 -4.649 -0.7 -0.4 -1.7
C 0.491 1.705 -3.340 -0.2 -0.5 -0.2
H -1.997 2.255 1.101 -0.1 0.9 -1.4
H -2.533 2.846 -0.584 -0.7 0.1 -0.4
H -1.350 3.796 0.403 -0.6 -0.3 -0.2
H 1.775 2.335 0.907 -0.1 -0.2 -0.3
H 1.645 3.484 -0.381 -0.4 0.3 0.1
H 2.327 2.032 -0.709 0.7 -1.2 -0.8
H -2.628 1.506 -2.093 0.6 -0.2 -0.6
H -3.131 0.739 -4.366 0.7 0.2 0.3
H -1.357 0.474 -6.031 0.8 0.7 0.6
H 0.952 1.551 -5.431 0.0 -0.5 0.4
H 1.528 1.880 -3.159 0.5 0.4 0.5
O 0.441 3.331 2.591 2.2 0.4 1.6
N 1.435 3.452 3.288 0.2 -1.7 -1.2
O 2.450 2.784 3.416 -2.4 1.5 -0.4
C 1.065 -5.015 -4.235 -1.0 1.3 -0.2
S 1.126 -3.147 -4.562 0.7 -1.6 0.0
C -0.146 -2.773 -3.466 -0.1 0.6 -0.4
C -0.017 -2.056 -2.277 -0.8 -0.5 -0.1
S 1.290 -1.292 -1.599 0.7 -0.6 -0.9
S -1.548 -1.974 -1.435 -1.1 0.6 0.0
C -2.622 -2.243 -2.837 -0.6 0.4 0.5
S -4.194 -1.744 -2.956 1.4 -0.7 0.2
S -1.731 -3.053 -4.094 -0.1 0.3 0.2
H 0.024 -5.330 -4.174 0.0 0.2 0.0
H 1.552 -5.241 -3.313 0.5 -0.1 0.5
H 1.485 -5.512 -5.072 0.7 -0.3 -0.7
```
Forces are in eV/Å.